1.
DFT (wB97M-V/def2-TZVPD) results for C69H67Br3Ge2IrN4O3S4 as an isolated structure.

Each line ends with the Mulliken spin population.
Atoms and positions in Å:
Ir (-0.7964, -1.2151, 1.9289)  0.812
C (-6.4039, -1.1936, 0.8821)  -0.001
C (-5.4261, -0.8312, 1.9610)  0.019
C (-5.8230, -0.5260, 3.2595)  0.000
C (-4.8729, -0.2300, 4.2218)  0.004
C (-3.5372, -0.2857, 3.8524)  0.007
Br (-2.2180, 0.1611, 5.1270)  0.000
N (-3.1373, -0.6101, 2.6354)  -0.002
C (-4.0634, -0.8403, 1.7050)  -0.020
H (-7.3708, -0.7199, 1.0423)  0.000
H (-6.5564, -2.2748, 0.8696)  0.000
H (-6.0228, -0.9010, -0.0958)  0.000
H (-6.8752, -0.5076, 3.5166)  0.000
H (-5.1470, 0.0405, 5.2305)  0.000
H (-3.6820, -1.0459, 0.7096)  0.002
C (-3.3837, -3.7432, 2.9874)  -0.005
C (-2.2694, -3.6308, 3.9821)  -0.007
C (-2.3107, -4.4614, 5.1222)  0.009
C (-1.3187, -4.3992, 6.0554)  -0.007
C (-0.2550, -3.4916, 5.8779)  0.003
C (0.8394, -3.3449, 6.7563)  0.000
Br (0.9644, -4.4300, 8.3090)  0.001
C (1.8170, -2.4157, 6.5176)  0.000
C (1.7153, -1.5760, 5.4117)  -0.001
Br (3.0074, -0.2439, 5.0826)  0.000
C (0.6477, -1.6333, 4.5104)  0.050
O (0.5241, -0.7848, 3.5480)  0.022
C (-0.3190, -2.6628, 4.7356)  -0.020
N (-1.3066, -2.7509, 3.8172)  0.044
H (-3.5292, -4.7884, 2.7127)  0.000
H (-3.1624, -3.1698, 2.0951)  0.006
H (-4.3127, -3.3735, 3.4293)  0.002
H (-3.1310, -5.1562, 5.2415)  0.002
H (-1.3456, -5.0274, 6.9346)  0.000
H (2.6588, -2.3199, 7.1879)  0.000
C (4.1034, 4.9776, 2.8167)  0.000
C (4.3746, 3.9156, 1.7867)  0.000
C (4.4284, 4.2208, 0.4331)  0.000
C (4.6143, 3.2353, -0.5252)  0.000
C (4.6548, 3.5979, -1.9844)  0.000
C (4.7446, 1.9007, -0.1174)  0.000
C (4.7611, 1.5833, 1.2454)  0.001
C (4.9996, 0.1803, 1.7418)  -0.003
C (4.5669, 2.5982, 2.1751)  -0.002
C (4.9061, 0.8279, -1.1388)  0.000
C (6.1436, 0.7146, -1.7699)  0.001
C (6.3828, -0.2754, -2.7062)  -0.001
C (5.3934, -1.1947, -3.0035)  0.001
C (4.1527, -1.1188, -2.3778)  0.003
C (3.8961, -0.0905, -1.4676)  -0.004
Ge (2.0564, 0.0187, -0.6747)  0.026
S (1.6256, -1.4180, 0.9414)  -0.119
S (0.2838, -0.0646, -2.1284)  -0.001
Ge (-0.5114, 1.5324, -0.7205)  0.025
S (-1.1965, 1.0806, 1.3432)  0.024
S (1.5913, 2.1765, -0.1204)  0.009
C (-1.4787, 3.1224, -1.4521)  0.001
C (-2.0317, 4.0397, -0.5556)  0.006
C (-2.5295, 5.2479, -1.0409)  0.000
C (-2.4816, 5.5452, -2.3903)  0.000
C (-1.9663, 4.6161, -3.2775)  -0.001
C (-1.4701, 3.3943, -2.8227)  0.000
C (-1.0487, 2.4338, -3.8805)  0.004
C (0.1021, 2.6790, -4.6305)  -0.003
C (1.0755, 3.7606, -4.2415)  0.000
C (0.3580, 1.9007, -5.7535)  -0.001
C (-0.4962, 0.8805, -6.1422)  0.000
C (-0.2242, 0.0544, -7.3699)  0.001
C (-1.6154, 0.6240, -5.3589)  -0.002
C (-1.9071, 1.3833, -4.2357)  0.003
C (-3.1230, 1.0573, -3.4073)  0.002
C (-2.1959, 3.7969, 0.9070)  -0.001
C (-3.3406, 3.1252, 1.3570)  0.005
C (-4.2834, 2.4905, 0.3693)  0.000
C (-3.5787, 3.0248, 2.7212)  -0.001
C (-2.7020, 3.5642, 3.6514)  -0.001
C (-2.9830, 3.4909, 5.1270)  0.000
C (-1.5612, 4.2091, 3.1875)  0.002
C (-1.2998, 4.3507, 1.8318)  -0.008
C (-0.0731, 5.0833, 1.3624)  -0.001
C (3.1546, -2.1939, -2.6394)  0.001
C (2.3120, -2.1518, -3.7503)  -0.001
C (2.3414, -1.0135, -4.7327)  -0.001
C (1.4235, -3.2043, -3.9614)  -0.001
C (1.3773, -4.2956, -3.1116)  0.000
C (0.4279, -5.4382, -3.3514)  0.000
C (2.2512, -4.3365, -2.0298)  -0.002
C (3.1452, -3.3078, -1.7821)  -0.002
C (4.1062, -3.4008, -0.6275)  0.003
H (4.0214, 5.9613, 2.3561)  0.000
H (4.8987, 5.0060, 3.5630)  0.000
H (3.1693, 4.7587, 3.3378)  0.000
H (4.2985, 5.2493, 0.1137)  0.000
H (4.3469, 4.6322, -2.1318)  0.000
H (3.9932, 2.9486, -2.5608)  0.000
H (5.6644, 3.4813, -2.3835)  0.000
H (5.3997, -0.4643, 0.9611)  0.000
H (4.0672, -0.2579, 2.1073)  0.001
H (5.6989, 0.1960, 2.5783)  0.000
H (4.5503, 2.3437, 3.2300)  0.000
H (6.9289, 1.4096, -1.4991)  0.000
H (7.3496, -0.3437, -3.1883)  0.000
H (5.5738, -1.9917, -3.7145)  0.000
H (-2.9611, 5.9504, -0.3378)  0.000
H (-2.8627, 6.4912, -2.7533)  0.000
H (-1.9515, 4.8195, -4.3410)  0.000
H (1.0512, 3.9474, -3.1681)  0.000
H (0.8417, 4.6976, -4.7534)  0.000
H (2.0876, 3.4719, -4.5246)  0.000
H (1.2483, 2.1015, -6.3403)  0.000
H (0.7262, 0.3282, -7.8257)  0.000
H (-1.0150, 0.1959, -8.1088)  0.000
H (-0.1934, -1.0073, -7.1179)  0.000
H (-2.2806, -0.1862, -5.6397)  0.000
H (-3.8128, 0.4291, -3.9701)  0.000
H (-3.6461, 1.9599, -3.0910)  0.000
H (-2.8232, 0.5081, -2.5082)  -0.001
H (-4.5313, 3.1811, -0.4374)  0.000
H (-5.2045, 2.1708, 0.8572)  0.000
H (-3.8064, 1.6133, -0.0778)  0.001
H (-4.4741, 2.5156, 3.0654)  -0.001
H (-3.7902, 2.7913, 5.3426)  0.000
H (-3.2743, 4.4734, 5.5044)  0.000
H (-2.0954, 3.1736, 5.6744)  0.000
H (-0.8613, 4.6216, 3.9062)  0.000
H (0.4685, 5.5113, 2.2048)  0.000
H (-0.3397, 5.8851, 0.6723)  0.000
H (0.5981, 4.4039, 0.8333)  0.001
H (3.1091, -0.2844, -4.4821)  0.000
H (1.3779, -0.5063, -4.7413)  0.001
H (2.5334, -1.3897, -5.7401)  0.000
H (0.7602, -3.1650, -4.8197)  0.000
H (-0.2409, -5.2255, -4.1849)  0.000
H (-0.1710, -5.6201, -2.4592)  0.000
H (0.9789, -6.3539, -3.5738)  0.000
H (2.2400, -5.1986, -1.3707)  0.000
H (4.1055, -4.4062, -0.2094)  0.000
H (3.8230, -2.7044, 0.1653)  -0.001
H (5.1202, -3.1500, -0.9401)  0.000
C (-1.1890, -6.7922, 0.2111)  0.001
N (-1.3234, -5.3636, -0.0120)  0.004
C (-1.8054, -4.8559, -1.1737)  -0.008
C (-1.9345, -3.5293, -1.3792)  0.005
C (-1.5788, -2.6683, -0.2925)  -0.012
O (-1.7538, -1.4248, -0.2782)  0.035
N (-1.0912, -3.1927, 0.8359)  0.095
C (-0.9215, -4.5211, 1.0501)  -0.005
O (-0.5042, -5.0245, 2.0768)  -0.003
H (-1.5009, -7.3315, -0.6801)  0.000
H (-1.8002, -7.0993, 1.0595)  0.000
H (-0.1535, -7.0315, 0.4488)  0.000
H (-2.0930, -5.5813, -1.9232)  0.001
H (-2.3002, -3.1049, -2.3001)  0.002

Forces on the atoms, in the same order (eV/Å):
Ir 1.63 1.24 -1.14
C 0.09 -0.02 0.01
C 0.07 0.04 0.04
C 0.08 0.02 0.02
C -0.07 0.00 -0.15
C 0.22 0.04 0.20
Br -0.11 -0.16 -0.07
N 0.61 -0.52 0.17
C -0.19 0.06 -0.15
H -0.01 0.03 -0.01
H -0.05 0.00 -0.04
H -0.04 0.01 -0.02
H -0.01 0.01 0.00
H 0.01 0.00 0.01
H 0.01 -0.02 0.05
C 0.13 0.02 -0.05
C -0.07 0.12 -0.02
C 0.20 -0.02 0.23
C -0.20 -0.04 -0.14
C 0.05 0.08 -0.11
C 0.13 0.06 0.10
Br 0.03 0.00 -0.02
C -0.19 -0.24 0.14
C -0.38 0.41 -0.72
Br 0.15 0.01 0.15
C 0.15 -0.75 0.92
O -1.40 0.44 -1.83
C 0.46 0.17 0.28
N -0.28 -0.11 -0.58
H -0.03 -0.03 0.01
H -0.05 -0.07 -0.01
H -0.02 -0.01 -0.03
H -0.03 0.02 -0.04
H 0.04 -0.04 -0.02
H 0.01 0.02 0.00
C 0.01 -0.08 -0.03
C 0.01 -0.01 0.05
C 0.00 -0.05 -0.03
C 0.07 -0.06 0.03
C -0.06 -0.02 0.07
C -0.01 0.08 0.16
C 0.04 -0.02 -0.08
C -0.15 0.05 0.00
C -0.04 0.02 -0.07
C 0.03 -0.07 -0.07
C -0.06 0.02 0.03
C 0.06 -0.01 -0.04
C -0.04 0.00 -0.04
C 0.05 0.01 -0.02
C -0.53 -0.16 0.43
Ge -0.38 1.05 -0.30
S -1.66 -0.18 0.81
S -0.05 0.26 0.49
Ge 1.39 0.36 -0.23
S 0.23 -1.43 0.48
S 0.04 -0.44 -0.47
C 0.23 -0.79 0.28
C -0.07 0.16 -0.06
C 0.02 0.01 0.05
C 0.01 0.01 -0.06
C 0.03 -0.04 0.11
C -0.09 0.13 -0.03
C -0.07 -0.04 -0.25
C 0.02 0.02 0.10
C -0.09 0.00 -0.04
C -0.02 -0.06 -0.02
C 0.05 -0.01 0.02
C -0.03 0.03 0.08
C 0.04 -0.01 0.02
C -0.02 0.05 -0.01
C 0.12 0.00 -0.03
C -0.13 0.10 0.18
C -0.07 0.09 -0.13
C 0.04 0.08 0.07
C -0.05 0.05 0.05
C 0.01 -0.02 -0.02
C -0.01 0.11 -0.05
C 0.01 -0.01 -0.02
C -0.01 0.01 0.00
C -0.05 -0.04 0.00
C 0.00 -0.16 -0.08
C 0.06 0.00 0.05
C -0.01 -0.07 0.01
C -0.01 -0.01 0.04
C -0.06 0.00 -0.01
C 0.19 0.01 -0.01
C 0.00 0.04 0.02
C -0.03 -0.03 0.01
C -0.08 0.04 -0.04
H 0.00 0.02 0.03
H -0.01 0.05 0.02
H -0.01 0.06 0.02
H -0.01 0.01 -0.01
H -0.02 0.00 -0.02
H -0.02 0.02 -0.04
H -0.02 0.01 -0.07
H 0.03 -0.04 0.03
H 0.02 -0.05 -0.02
H 0.02 -0.03 0.00
H 0.02 0.00 0.02
H 0.00 0.03 -0.01
H 0.01 0.00 0.00
H 0.02 -0.01 0.00
H 0.00 0.01 0.00
H -0.01 0.01 0.00
H -0.01 0.00 -0.02
H 0.07 0.00 0.00
H 0.01 0.04 0.04
H 0.02 0.02 0.02
H 0.03 -0.02 0.01
H 0.00 -0.02 -0.02
H 0.02 -0.02 -0.04
H 0.02 -0.02 -0.04
H -0.03 -0.01 0.02
H -0.01 -0.02 0.01
H -0.03 -0.02 0.03
H -0.09 -0.01 0.03
H -0.05 -0.03 -0.03
H 0.00 -0.01 0.02
H -0.04 -0.02 -0.05
H 0.00 -0.01 -0.02
H 0.01 0.01 0.02
H -0.01 0.01 0.03
H -0.03 0.01 0.03
H 0.02 0.02 -0.02
H 0.02 0.00 0.00
H 0.04 0.03 0.00
H 0.04 0.06 0.01
H -0.03 0.05 -0.04
H -0.02 0.08 -0.03
H 0.02 0.02 -0.01
H -0.02 0.01 -0.01
H -0.05 -0.03 0.00
H 0.26 -0.10 -0.21
H -0.02 -0.03 -0.04
H 0.02 0.00 0.03
H -0.01 0.00 0.03
H 0.08 -0.04 0.02
H 0.02 -0.01 0.02
C 0.07 -0.10 0.15
N 0.04 0.20 0.06
C -0.29 0.20 0.10
C -0.01 0.14 -0.11
C -0.13 -0.70 -0.18
O 0.02 0.46 1.41
N 0.25 0.44 0.38
C 0.08 -0.42 0.05
O 0.03 0.06 -0.10
H 0.00 0.06 -0.04
H 0.00 -0.01 -0.03
H -0.02 -0.03 -0.03
H -0.06 0.02 0.08
H -0.02 -0.07 -0.04

Output
Energy above the lowest of the compared OMol25 structures with the same formula, charge and spin in eV: 0.000
Total charge: 0
LUMO (alpha / beta) in eV: -1.28 / -1.36
Gap between HOMO and LUMO (alpha / beta) in eV: 6.06 / 5.99
Spin multiplicity: 2
Total energy in Eh: -16687.49375
Strongest force on any atom in eV/Å: 2.35

2.
DFT (wB97M-V/def2-TZVPD) results for C6H9NO2Se as an isolated structure.

Each line ends with the Löwdin charge.
Atoms and positions in Å:
C (-0.7891, -0.7597, 0.0435)  -0.605
C (0.2459, 0.8710, -0.2467)  -0.059
C (-0.0081, -1.1152, 1.2703)  -0.237
C (1.3684, 0.7909, 0.7529)  -0.164
C (1.4388, -0.6753, 1.1417)  -0.205
C (-2.2127, -0.7589, -0.3438)  -0.297
N (0.1703, 1.6314, -1.2748)  -0.300
O (-0.8507, 1.2432, -2.1788)  -0.028
O (0.9517, 2.5657, -1.6688)  -0.049
Se (-0.9698, -1.6545, -1.6786)  0.899
H (-0.6375, -0.5749, 2.0550)  0.143
H (-0.1408, -2.2787, 1.5572)  0.165
H (2.0946, 1.2805, 0.1529)  0.096
H (1.1338, 1.4072, 1.7601)  0.172
H (1.9751, -0.6080, 2.0885)  0.108
H (2.0042, -1.2021, 0.2301)  0.170
H (-2.6311, 0.1964, -0.7373)  0.089
H (-2.7850, -1.4671, 0.0622)  0.007
H (-0.3579, 1.1081, -2.9856)  0.095

Forces on the atoms, in the same order (eV/Å):
C 2.36 3.94 -1.74
C -2.56 -3.06 1.35
C -2.18 -2.97 1.45
C -2.78 2.13 1.03
C 1.25 0.28 -1.84
C 3.26 3.01 -2.20
N 0.90 0.13 -0.79
O -0.31 0.95 0.96
O -0.93 -1.08 0.66
Se -0.36 -0.54 0.71
H 1.41 -0.43 -0.41
H 0.45 2.56 -0.77
H 1.82 0.15 0.29
H 0.50 -0.98 -2.43
H 0.19 -1.21 -0.16
H -1.17 0.54 2.40
H 0.27 -1.04 0.48
H -2.47 -2.40 1.67
H 0.34 0.01 -0.68

Output
Energy above the lowest of the compared OMol25 structures with the same formula, charge and spin in eV: 1.503
Total charge: 0
LUMO in eV: 0.44
Gap between HOMO and LUMO in eV: 8.85
Total energy in Eh: -2840.44959
Strongest force on any atom in eV/Å: 4.96

3.
DFT (wB97M-V/def2-TZVPD) results for a 2-piece molecular cluster, C4H9INO2 overall.

Each line ends with the Löwdin charge.
Atoms and positions in Å:
C (-0.2826, -0.0303, 2.8805)  -0.057
C (0.6232, -0.7919, 0.8472)  -0.598
C (0.5370, -0.5711, -1.6985)  -0.144
C (-0.4125, 0.3613, -2.3509)  -0.296
N (0.5435, -0.1576, -0.2487)  -0.053
O (-0.1754, 0.8959, 3.7904)  0.065
O (-0.0753, 1.7074, -2.2017)  -0.050
I (0.5578, -2.8396, 0.9147)  0.987
H (-1.2085, 0.2884, 2.3219)  0.130
H (-0.1491, -1.0667, 3.2915)  0.082
H (1.4157, -0.4506, -2.2865)  0.128
H (0.2128, -1.6727, -1.7601)  0.116
H (-0.4532, -0.0564, -3.4029)  0.145
H (-1.4894, 0.3799, -1.9354)  0.154
H (0.4334, 0.8430, 4.5605)  0.164
H (0.6661, 0.8060, -0.2625)  0.111
H (-0.7436, 2.3550, -2.4595)  0.116

Forces on the atoms, in the same order (eV/Å):
C -2.10 -1.29 0.45
C -0.78 0.62 2.00
C -1.82 -1.66 1.30
C -4.40 -0.19 -1.31
N 1.51 -1.83 -1.76
O 1.23 1.39 -0.04
O 2.01 0.58 0.13
I 0.05 -0.20 -0.02
H 1.26 -1.05 -0.04
H 0.14 0.77 -1.11
H 1.60 0.06 0.60
H 0.30 1.82 -0.01
H -0.13 1.03 0.66
H 1.41 -1.26 -0.53
H -0.13 -0.67 -0.81
H -0.08 2.52 0.62
H -0.08 -0.65 -0.12

Output
Energy above the lowest of the compared OMol25 structures with the same formula, charge and spin in eV: 2.951
Total charge: +1
LUMO (alpha / beta) in eV: -4.59 / -4.59
Gap between HOMO and LUMO (alpha / beta) in eV: 8.55 / 8.55
Total energy in Eh: -660.33527
Strongest force on any atom in eV/Å: 4.60

- total energy of number 2 (C6H9NO2Se)?
  -2840.44959 Eh

- Among the records above, which one has the highest total energy?
  C4H9INO2

- Which formula does entry 1 have?
  C69H67Br3Ge2IrN4O3S4

- Number 2 is which compound?
  C6H9NO2Se